one | The following is a quantum chemistry calculation of a single C4H8OS3 molecule, from the OMol25 dataset.

The HOMO-LUMO gap comes out at 8.69 eV. The spin multiplicity is 1. Its total charge is 0.

The geometry in XYZ format:
```
16
C4H8OS3 (the ωB97M-V functional and the def2-TZVPD basis)
C -1.049 -0.565 1.650
S -1.673 0.009 -0.005
C -0.383 1.047 -0.754
S 0.600 0.118 -1.906
C 0.533 -1.647 -1.307
C 0.524 1.908 0.154
O 1.874 1.518 0.191
S -0.184 3.029 1.119
H -0.270 -1.365 1.631
H -1.885 -1.092 2.185
H -0.697 0.355 2.240
H -0.845 1.855 -1.265
H -0.598 -1.694 -1.089
H 0.775 -2.495 -1.989
H 1.246 -1.742 -0.476
H 2.035 0.762 -0.378
```

Here are the Löwdin charges for atoms 1 to 2, given in e:
1. C -0.361
2. S 0.802

***

two | The following is a quantum chemistry calculation of a single C4H8OS3 molecule, from the OMol25 dataset.

The HOMO-LUMO gap comes out at 9.43 eV. The spin multiplicity is 1. Its total charge is 0.

The geometry in XYZ format:
```
16
C4H8OS3 (the ωB97M-V functional and the def2-TZVPD basis)
C 2.300 1.033 -0.774
S 1.511 2.532 -0.064
C 0.264 1.793 0.973
S -1.053 0.903 0.130
C -0.517 -0.788 0.249
O 0.456 -1.154 0.837
S -1.551 -1.985 -0.674
C -0.757 -3.458 -0.046
H 2.560 0.402 0.097
H 3.187 1.339 -1.294
H 1.663 0.531 -1.502
H -0.271 2.591 1.531
H 0.709 1.063 1.645
H 0.297 -3.442 -0.300
H -1.180 -4.337 -0.603
H -0.855 -3.599 1.048
```

Here are the Löwdin charges for atoms 1 to 2, given in e:
1. C -0.384
2. S 0.748

***

Of them, two has the highest stability.

***

one | The following is a quantum chemistry calculation of a single H2N2 molecule, from the OMol25 dataset.

The HOMO-LUMO gap comes out at 9.97 eV. The spin multiplicity is 1. Its total charge is 0.

The geometry in XYZ format:
```
4
H2N2 (the ωB97M-V functional and the def2-TZVPD basis)
H -0.411 -0.613 1.065
N -0.591 0.227 0.371
N 0.104 0.585 -0.593
H 0.899 -0.199 -0.843
```

Here are the Löwdin charges for atoms 1 to 2, given in e:
1. H 0.086
2. N -0.106

***

two | The following is a quantum chemistry calculation of a single H2N2 molecule, from the OMol25 dataset.

The HOMO-LUMO gap comes out at 10.00 eV. The spin multiplicity is 1. Its total charge is 0.

The geometry in XYZ format:
```
4
H2N2 (the ωB97M-V functional and the def2-TZVPD basis)
H -0.026 -1.216 -0.243
N -0.598 -0.387 -0.143
N -0.137 0.764 0.116
H 0.761 0.838 0.270
```

Here are the Löwdin charges for atoms 1 to 2, given in e:
1. H 0.032
2. N -0.011

***

three | The following is a quantum chemistry calculation of a single H2N2 molecule, from the OMol25 dataset.

The HOMO-LUMO gap comes out at 10.38 eV. The spin multiplicity is 1. Its total charge is 0.

The geometry in XYZ format:
```
4
H2N2 (the ωB97M-V functional and the def2-TZVPD basis)
H 0.435 -0.092 1.023
N 0.139 0.686 0.410
N -0.240 0.219 -0.683
H -0.334 -0.812 -0.750
```

Here are the Löwdin charges for atoms 1 to 2, given in e:
1. H 0.038
2. N -0.032

***

Of them, three has the highest stability.

***

one | The following is a quantum chemistry calculation of 2 unconnected molecules or ions with the total composition C3H5IO, from the OMol25 dataset.

The HOMO-LUMO gap (spin up / spin down) comes out at 8.28 / 7.96 eV. The spin multiplicity is 1. Its total charge is 0.

The geometry in XYZ format:
```
10
C3H5IO (the ωB97M-V functional and the def2-TZVPD basis)
C -1.507 -0.576 -0.036
C -0.488 -1.116 -0.471
C 1.089 0.897 -0.224
O 0.612 1.419 0.928
I 2.816 -0.266 -0.519
H -2.520 -0.973 0.358
H -1.392 0.449 0.271
H -0.073 -2.069 -0.905
H 0.995 1.490 -1.034
H 0.468 0.745 1.631
```

Here are the Löwdin charges for atoms 1 to 2, given in e:
1. C -0.162
2. C -0.055

***

two | The following is a quantum chemistry calculation of a single C3H5IO molecule, from the OMol25 dataset.

The HOMO-LUMO gap comes out at 10.06 eV. The spin multiplicity is 1. Its total charge is 0.

The geometry in XYZ format:
```
10
C3H5IO (the ωB97M-V functional and the def2-TZVPD basis)
C 0.482 0.131 -0.231
C -0.816 -0.518 -0.578
O -1.246 -1.680 0.217
C -1.869 -0.406 0.442
I -3.841 0.116 -0.021
H 0.319 1.185 -0.298
H 1.382 -0.216 -0.804
H 0.614 -0.068 0.894
H -1.007 -0.552 -1.722
H -1.643 0.006 1.576
```

Here are the Löwdin charges for atoms 1 to 2, given in e:
1. C -0.069
2. C -0.404

***

Of them, two has the highest stability.